# 1
Molecular formula: C3H7NO2
Method: DFT, ωB97M-V/def2-TZVPD

Summary:
Structure (SMILES): C[C@H](N)C(=O)O
Spin multiplicity: 1
Charge: 0
LUMO (Ha): 0.009
HOMO (eV): -9.850
Energy above the lowest of the compared OMol25 structures with the same formula, charge and spin (kJ/mol): 405.28
Calculated total energy (eV): -8806.3285
HOMO-LUMO gap (hartree): 0.3711

Geometry as XYZ:
```
13
Properties=species:S:1:pos:R:3:mulliken_charge:R:1
C 0.41765 1.31902 0.82441 -1.3144
C 0.15830 -0.02839 0.02266 0.3893
N 0.60498 0.11201 -1.31367 -0.7309
C -1.16822 -0.61404 0.16149 0.3282
O -2.04287 -0.01786 0.78348 -0.5254
O -1.42416 -1.71038 -0.53667 -0.4795
H 1.48795 1.70237 0.72581 0.3201
H -0.41418 1.88952 0.15357 0.2290
H 0.49072 1.30597 1.72971 0.5529
H 0.76825 -0.74415 0.52755 0.2353
H 0.22432 -0.77895 -1.55709 0.3465
H 1.82224 -0.03873 -1.43615 0.2872
H -0.92498 -2.39640 -0.08510 0.3616
```

=====

# 2
Molecular formula: C3H7NO2
Method: DFT, ωB97M-V/def2-TZVPD

Summary:
Structure (SMILES): C=CN.O=CO
Spin multiplicity: 1
Charge: 0
LUMO (Ha): 0.035
HOMO (eV): -9.082
Energy above the lowest of the compared OMol25 structures with the same formula, charge and spin (kJ/mol): 240.97
Calculated total energy (eV): -8808.0314
HOMO-LUMO gap (hartree): 0.3692

Geometry as XYZ:
```
13
Properties=species:S:1:pos:R:3:mulliken_charge:R:1
C -1.70767 -0.60885 -0.30831 -0.6281
C -1.39778 0.63259 0.09296 -0.0972
N -0.34715 1.43817 -0.58849 -0.6099
H -2.63797 -1.10059 -0.07645 0.2800
H -1.16053 -1.08900 -1.09619 0.2158
H -1.88269 1.12226 0.90576 0.3189
H -0.39609 1.27324 -1.59772 0.2143
H -0.57947 2.40371 -0.60858 0.2682
O 3.10229 -0.59365 0.10808 -0.5563
C 2.28710 -1.08200 0.90255 0.1908
O 1.04291 -0.68428 0.68328 -0.3695
H 2.70534 -1.59729 1.72393 0.3874
H 0.97171 -0.11433 -0.14082 0.3856
```

=====

# 3
Molecular formula: C3H7NO2
Method: DFT, ωB97M-V/def2-TZVPD

Summary:
Structure (SMILES): CC(=O)N(C)O
Spin multiplicity: 1
Charge: 0
LUMO (Ha): 0.014
HOMO (eV): -9.282
Energy above the lowest of the compared OMol25 structures with the same formula, charge and spin (kJ/mol): 423.81
Calculated total energy (eV): -8806.1363
HOMO-LUMO gap (hartree): 0.3547

Geometry as XYZ:
```
13
Properties=species:S:1:pos:R:3:mulliken_charge:R:1
C -1.77948 0.65759 0.09767 -0.8656
C -0.83532 -0.38772 -0.10389 0.6390
O -1.06493 -1.60182 -0.17498 -0.6347
N 0.53287 -0.06506 -0.36745 0.1574
C 1.50027 -0.98526 0.15595 -0.7954
O 0.85241 1.23894 -0.01019 -0.5192
H -2.80275 0.34884 0.51173 0.2887
H -1.91882 1.19980 -0.97352 0.2461
H -1.16326 1.54485 0.74100 0.2616
H 2.24957 -1.10143 -0.67530 0.2681
H 1.89390 -0.56863 1.14129 0.2789
H 0.81702 -1.91999 0.37342 0.3194
H 1.71852 1.63989 -0.71572 0.3558
```

=====

# 4
Molecular formula: C3H7NO2
Method: DFT, ωB97M-V/def2-TZVPD

Summary:
Structure (SMILES): C[C@@H](N)C(=O)O
Spin multiplicity: 1
Charge: 0
LUMO (Ha): 0.026
HOMO (eV): -9.840
Energy above the lowest of the compared OMol25 structures with the same formula, charge and spin (kJ/mol): 170.80
Calculated total energy (eV): -8808.7586
HOMO-LUMO gap (hartree): 0.3871

Geometry as XYZ:
```
13
Properties=species:S:1:pos:R:3:mulliken_charge:R:1
C 0.72683 1.22735 0.70143 -1.1286
C -0.06841 -0.15755 0.56932 0.3693
N -1.61134 -0.28863 0.52024 -0.7264
C 0.27090 -0.63021 -0.79163 0.2798
O 0.04265 -1.75124 -1.10620 -0.5372
O 0.66285 0.31924 -1.70296 -0.4319
H 1.69115 0.76288 0.60136 0.3511
H 0.47201 1.95268 -0.02294 0.2964
H 0.50650 1.62569 1.72838 0.3171
H 0.20296 -0.92479 1.28940 0.2870
H -1.91771 -0.71323 -0.39563 0.3035
H -1.69274 -1.13756 1.10760 0.2811
H 0.71437 -0.28461 -2.49836 0.3388
```

=====

# 5
Molecular formula: C3H7NO2
Method: DFT, ωB97M-V/def2-TZVPD

Summary:
Spin multiplicity: 2
Charge: +1
LUMO (alpha / beta) (Ha): -0.213 / -0.350
HOMO (alpha / beta) (eV): -13.431 / -13.429
Energy above the lowest of the compared OMol25 structures with the same formula, charge and spin (kJ/mol): 249.22
Calculated total energy (eV): -8798.4294
HOMO-LUMO gap (alpha / beta) (hartree): 0.2805 / 0.1434

Geometry as XYZ:
```
13
Properties=species:S:1:pos:R:3:mulliken_charge:R:1
C 1.05214 -0.67132 1.43384 -0.4621
C 0.03960 0.03635 2.03659 0.2382
O -0.01730 0.05938 3.39686 -0.3194
H 1.33234 -0.51790 0.40054 0.3291
H 1.71653 -1.25704 1.93071 0.3347
H -0.75677 0.52027 1.55069 0.4486
H -0.01373 0.98492 3.70268 0.4169
C -0.99988 0.57959 -2.10660 0.0501
N -0.23951 -0.41166 -2.89460 -0.4610
O -0.76478 1.73280 -1.92472 -0.4378
H -1.95909 0.09175 -1.61182 0.3432
H 0.49619 0.13292 -3.38535 0.2787
H 0.11425 -1.28005 -2.52882 0.2409
```

=====

# 6
Molecular formula: C3H7NO2P
Method: DFT, ωB97M-V/def2-TZVPD

Summary:
Structure (SMILES): C=C[P@@](=O)([O-])NC
Spin multiplicity: 1
Charge: -1
LUMO (Ha): 0.158
HOMO (eV): -4.559
Energy above the lowest of the compared OMol25 structures with the same formula, charge and spin (kJ/mol): 159.92
Calculated total energy (eV): -18099.9512
HOMO-LUMO gap (hartree): 0.3253

Geometry as XYZ:
```
14
Properties=species:S:1:pos:R:3:mulliken_charge:R:1
C 0.30862 1.08077 2.52229 -0.6409
C -0.42851 0.48626 1.58154 -0.2109
P 0.11242 -1.31628 1.30132 0.8345
O 1.60165 -1.41763 1.10569 -0.7398
O -0.56278 -2.07043 2.33800 -0.6882
N -0.67116 -1.73205 -0.53651 -0.6706
C 0.43395 -1.62472 -1.55662 -0.6813
H -0.16524 1.87848 3.12364 0.2221
H 1.13297 0.52509 2.95538 0.2693
H -1.52975 0.83024 1.33480 0.2536
H -0.72299 -2.75846 -0.27004 0.2613
H 1.38021 -2.08962 -1.23788 0.2582
H 0.01101 -2.25186 -2.41999 0.2924
H 0.46334 -0.60422 -1.86888 0.2402
```

=====

# 7
Molecular formula: C3H7NO2P
Method: DFT, ωB97M-V/def2-TZVPD

Summary:
Spin multiplicity: 1
Charge: +1
LUMO (Ha): -0.200
HOMO (eV): -16.246
Energy above the lowest of the compared OMol25 structures with the same formula, charge and spin (kJ/mol): 27.74
Calculated total energy (eV): -18090.6254
HOMO-LUMO gap (hartree): 0.3973

Geometry as XYZ:
```
14
Properties=species:S:1:pos:R:3:mulliken_charge:R:1
C 0.28427 0.04631 -1.62937 -0.2174
C 0.69111 1.87788 -0.09391 -0.0946
C -1.25349 -1.35029 1.20512 -0.7984
N 0.11288 0.79657 -0.39678 0.0081
O 0.70471 -1.11765 -0.94846 -0.3760
O 1.33577 -0.36458 1.48297 -0.5922
P 0.28112 -0.66629 0.60781 0.7932
H -0.69537 -0.05744 -2.12742 0.3007
H 1.25830 0.58146 -2.12616 0.3536
H 1.02114 2.52430 -0.84133 0.2801
H 0.78856 2.20575 0.87354 0.2847
H -0.95399 -2.20877 1.71380 0.3353
H -1.88700 -1.59655 0.36660 0.3761
H -1.68800 -0.67070 1.91359 0.3468
```

=====

# 8
Molecular formula: C3H7NO2P
Method: DFT, ωB97M-V/def2-TZVPD

Summary:
Spin multiplicity: 1
Charge: +1
LUMO (Ha): -0.161
HOMO (eV): -13.789
Energy above the lowest of the compared OMol25 structures with the same formula, charge and spin (kJ/mol): 214.82
Calculated total energy (eV): -18088.6864
HOMO-LUMO gap (hartree): 0.3460

Geometry as XYZ:
```
14
Properties=species:S:1:pos:R:3:mulliken_charge:R:1
C 1.33697 -0.05905 0.16940 -0.6306
C 0.53539 1.29091 0.22149 -0.3329
C -0.74169 -0.40418 -0.70431 -0.1547
N 0.21684 -1.08881 0.17059 -0.1800
O -3.53296 0.30910 -0.41502 -0.3347
O -0.77904 0.92722 -0.14545 -0.2582
P -2.55630 -0.35069 0.38664 0.4146
H 1.72319 0.02423 -0.77345 0.3462
H 2.16080 -0.34344 0.87376 0.4173
H 0.54153 1.55503 1.33181 0.2615
H 1.00263 2.14773 -0.25733 0.3441
H -0.56333 -0.64939 -1.77750 0.4000
H 0.73624 -1.85686 -0.17787 0.3097
H -0.08029 -1.50182 1.09724 0.3978
```

=====

Strongest force on any atom values, unit Eh/bohr, following the record order: 0.2550, 0.1295, 0.1083, 0.0867, 0.0766, 0.0943, 0.0791, 0.0940.